Entry 1:
Here is one molecule with the formula C3H4O3 at a distorted geometry from OMol25. Energies are from wB97M-V/def2-TZVPD.

XYZ file:
```
10
Properties=species:S:1:pos:R:3:forces:R:3:mulliken_charge:R:1
O -0.610799 -1.197395 -0.969387 -0.958 0.350 0.084 -0.31
C 0.491078 0.845572 0.098846 0.049 0.179 0.276 -0.37
C 1.171867 -0.358424 0.616471 0.434 -0.011 -0.068 0.15
O 2.369956 -0.517610 0.603705 -0.278 0.021 0.022 -0.50
C -0.822173 0.891392 -0.129992 0.327 0.103 0.032 -0.05
O -1.558195 -0.191328 -0.478939 0.371 -0.307 0.101 -0.22
H -1.198170 -1.962128 -0.917097 -0.025 -0.198 -0.050 0.33
H 1.073837 1.755679 0.051765 -0.103 0.085 0.370 0.33
H 0.506529 -1.060830 1.161050 0.208 0.027 -0.181 0.31
H -1.423931 1.795072 -0.036421 -0.025 -0.249 -0.585 0.34
```
Positions in Å, forces in eV/Å.

HOMO = -9.476 eV
Structure (SMILES) = O=C/C=C\OO
DFT total energy = -342.27988 Eh
Relative energy (zero: lowest compared OMol25 entry of this formula, charge and spin) = 4.791 eV

Entry 2:
Here is C3H4O3 as an isolated structure from OMol25. Energies are from wB97M-V/def2-TZVPD.

XYZ file:
```
10
Properties=species:S:1:pos:R:3:forces:R:3:mulliken_charge:R:1
O -0.296663 0.792646 1.466163 -0.136 0.206 -0.017 -0.53
C 0.087451 0.500953 0.161478 0.146 -0.051 -0.179 0.19
C 0.767235 -0.853750 -0.029548 0.283 -0.047 0.202 -0.35
O -0.129284 -1.161326 -1.130448 -0.149 -0.069 -0.065 -0.33
C -0.926089 -0.086326 -0.846529 -0.597 0.206 -0.252 0.48
O -1.999111 0.167487 -1.297060 0.625 -0.057 0.286 -0.54
H -0.547995 1.722504 1.522163 -0.023 -0.165 0.026 0.33
H 0.647323 1.317768 -0.313782 -0.086 -0.120 0.080 0.27
H 0.584253 -1.532700 0.806142 0.085 0.095 -0.070 0.23
H 1.812881 -0.867256 -0.338578 -0.149 0.000 -0.011 0.24
```
Positions in Å, forces in eV/Å.

HOMO = -10.318 eV
DFT total energy = -342.40760 Eh
Relative energy (zero: lowest compared OMol25 entry of this formula, charge and spin) = 1.315 eV

Entry 3:
Here is one molecule with the formula C3H4O3 at a distorted geometry from OMol25. Energies are from wB97M-V/def2-TZVPD.

XYZ file:
```
10
Properties=species:S:1:pos:R:3:forces:R:3:mulliken_charge:R:1
C 0.362254 -1.299686 -0.032930 -0.552 1.541 -0.110 0.38
C -0.583478 -0.523734 -0.867195 -3.827 0.013 2.419 -0.67
C 0.169822 0.225630 0.270439 2.131 0.304 -0.416 0.59
O 0.623611 -2.399377 0.319763 0.403 -0.134 0.174 -0.46
O 1.127944 1.236076 -0.054392 -0.770 0.153 -1.125 -0.54
O -0.451855 0.542989 1.439103 -0.455 0.881 1.727 -0.53
H -0.335078 -0.221366 -1.828362 0.776 0.546 -1.643 0.32
H -1.780873 -0.625353 -0.760994 2.840 -0.113 -0.123 0.23
H 0.740784 2.005220 -0.585013 0.314 -1.790 1.089 0.32
H 0.126870 1.059600 2.099579 -0.860 -1.402 -1.992 0.36
```
Positions in Å, forces in eV/Å.

HOMO = -8.995 eV
Structure (SMILES) = O=C1CC1(O)O
DFT total energy = -342.33090 Eh
Relative energy (zero: lowest compared OMol25 entry of this formula, charge and spin) = 3.402 eV

Entry 4:
Here is one molecule with the formula C3H4O3 at a distorted geometry from OMol25. Energies are from wB97M-V/def2-TZVPD.

XYZ file:
```
10
Properties=species:S:1:pos:R:3:forces:R:3:mulliken_charge:R:1
O -1.486988 -0.923160 0.309056 0.532 -0.160 0.320 -0.51
C -0.323326 -0.326079 -0.166133 -0.206 0.152 -0.200 0.31
C -0.106981 1.132159 0.187955 -0.178 0.127 -0.150 -0.33
O 1.330579 0.906000 0.077914 0.228 -0.027 0.336 -0.32
C 1.184284 -0.465398 0.086356 0.279 -0.252 -0.346 0.39
O 2.020326 -1.296084 -0.068465 -0.187 0.288 0.663 -0.53
H -1.453101 -1.885072 0.281995 0.194 0.009 -0.138 0.33
H -0.155916 -0.431764 -1.250473 -1.031 0.125 -0.259 0.19
H -0.364061 1.451815 1.206092 -0.038 -0.357 -0.275 0.25
H -0.508438 1.837521 -0.541042 0.409 0.096 0.049 0.23
```
Positions in Å, forces in eV/Å.

HOMO = -10.314 eV
Structure (SMILES) = O=C1OC[C@@H]1O
DFT total energy = -342.39020 Eh
Relative energy (zero: lowest compared OMol25 entry of this formula, charge and spin) = 1.789 eV

Entry 5:
Here is C3H4O3 as an isolated structure from OMol25. Energies are from wB97M-V/def2-TZVPD.

XYZ file:
```
10
Properties=species:S:1:pos:R:3:forces:R:3:mulliken_charge:R:1
O 0.467704 -0.352325 1.583224 -0.067 0.374 -0.135 -0.37
C 0.423926 0.465932 0.116856 -0.077 0.011 -0.218 -0.37
C 0.500582 -0.434448 -1.094604 0.269 -0.199 -0.178 -0.22
O -0.798182 0.091113 -1.518430 -0.175 0.020 -0.103 -0.31
C -0.994214 0.586311 -0.246304 -0.535 0.203 0.346 0.49
O -2.022397 0.903004 0.291695 0.518 -0.231 -0.293 -0.60
H -0.399085 -0.163845 2.003082 0.177 -0.013 -0.131 0.38
H 1.020533 0.467968 1.665968 0.064 -0.207 0.690 0.59
H 0.450855 -1.511783 -0.911193 -0.026 0.119 -0.025 0.19
H 1.283379 -0.185881 -1.814428 -0.148 -0.078 0.048 0.21
```
Positions in Å, forces in eV/Å.

HOMO = -9.020 eV
DFT total energy = -342.28347 Eh
Relative energy (zero: lowest compared OMol25 entry of this formula, charge and spin) = 4.693 eV

Entry 6:
Here is one molecule with the formula C3H4O3 at a distorted geometry from OMol25. Energies are from wB97M-V/def2-TZVPD.

XYZ file:
```
10
Properties=species:S:1:pos:R:3:forces:R:3:mulliken_charge:R:1
C 1.167119 0.265197 0.119219 2.228 0.393 0.544 -1.02
C 0.035528 -0.833816 0.074808 2.094 -1.967 -1.036 0.73
C -1.499831 -0.467239 -0.013530 4.210 1.074 1.072 0.47
H 1.477382 1.074644 0.956149 -1.380 -2.427 -1.004 0.31
H 2.158678 -0.392014 -0.078115 -2.344 1.910 0.198 0.28
H 0.942912 1.002684 -0.683659 0.521 -0.900 -0.196 0.28
H -0.830403 1.711393 -0.197568 -2.100 -4.169 0.309 0.41
O 0.432677 -1.977272 -0.178892 -1.565 2.568 0.930 -0.48
O -1.553414 0.907621 -0.144479 -0.867 2.236 -0.293 -0.56
O -2.330651 -1.291199 0.146066 -0.796 1.282 -0.526 -0.42
```
Positions in Å, forces in eV/Å.

HOMO = -10.204 eV
Structure (SMILES) = CC(=O)C(=O)O
DFT total energy = -342.35751 Eh
Relative energy (zero: lowest compared OMol25 entry of this formula, charge and spin) = 2.678 eV

Entry 7:
Here is a 2-piece molecular cluster, C3H4O3 overall at a distorted geometry from OMol25. Energies are from wB97M-V/def2-TZVPD.

XYZ file:
```
10
Properties=species:S:1:pos:R:3:forces:R:3:mulliken_charge:R:1
C -1.462578 -0.146402 0.402881 -1.841 2.511 -2.187 -0.48
C 1.104324 0.163953 -0.886464 0.239 -0.221 -0.598 -0.42
C -0.815750 -1.140550 0.841668 1.330 -6.262 2.704 0.75
O 2.008764 0.770997 -0.190959 3.418 -6.609 -2.980 -0.28
O -0.995443 1.085165 0.174936 -1.744 2.616 2.254 -0.53
O -0.496650 -2.201019 1.321832 -0.180 2.923 -1.208 -0.44
H -2.377946 -0.295583 -0.157956 -0.308 -0.863 0.424 0.25
H 1.521199 -0.781538 -1.327041 0.327 0.703 0.474 0.20
H -0.210194 1.036241 -0.347386 1.319 -0.683 -1.734 0.58
H 1.724274 1.508734 0.168493 -2.558 5.884 2.850 0.36
```
Positions in Å, forces in eV/Å.

HOMO = -8.639 eV
DFT total energy = -342.22675 Eh
Relative energy (zero: lowest compared OMol25 entry of this formula, charge and spin) = 6.236 eV

Entry 8:
Here is C3H4O3S as an isolated structure at a distorted geometry from OMol25. Energies are from wB97M-V/def2-TZVPD.

XYZ file:
```
11
Properties=species:S:1:pos:R:3:forces:R:3:mulliken_charge:R:1
C 1.245074 -0.093923 -0.259626 1.362 2.013 -1.040 -0.46
C 0.461121 0.525790 0.834221 -0.777 -0.483 -0.283 -0.13
C -0.040229 0.632643 -0.585215 -1.695 1.680 -0.202 -0.25
O -0.966766 -2.001508 -0.519576 -0.139 -1.608 -0.450 -0.53
O -2.587741 -0.148630 -0.100721 0.736 -0.912 0.610 -0.56
O -0.441414 -0.493913 1.363091 -0.646 0.247 -0.023 -0.35
S -1.265314 -0.712036 -0.054892 0.201 4.498 -0.280 1.05
H 2.210772 0.369660 -0.605059 -1.128 -0.816 0.453 0.25
H 0.998685 -1.118487 -0.409257 1.266 -0.906 0.073 0.28
H 0.704052 1.362398 1.490191 -0.004 -0.510 -0.204 0.38
H -0.318239 1.678005 -1.153156 0.824 -3.203 1.345 0.32
```
Positions in Å, forces in eV/Å.

HOMO = -10.864 eV
DFT total energy = -740.50714 Eh
Relative energy (zero: lowest compared OMol25 entry of this formula, charge and spin) = 4.148 eV

no.,molecular weight (Da),orbital gap (Ha)
1,88.06,0.366
2,88.06,0.398
3,88.06,0.348
4,88.06,0.397
5,88.06,0.337
6,88.06,0.367
7,88.06,0.304
8,120.13,0.426